No. 1
Formula: C6H8N2O2
Source: the Open Molecules 2025 dataset
Level of theory: wB97M-V/def2-TZVPD

```
18
Properties=species:S:1:pos:R:3
C -1.210 -1.142 -0.922
C -1.911 0.081 -0.481
C -1.333 1.254 -0.418
C 0.823 0.387 -1.341
C 1.909 -0.293 1.702
C 0.617 -0.781 2.044
H 0.706 -1.447 -1.976
H -2.903 0.170 -0.118
H -1.960 2.185 -0.178
H 0.283 2.416 -0.842
H 2.446 -0.820 1.009
H 2.249 0.617 2.169
H 0.058 -1.713 1.694
H -0.175 -0.022 2.560
N 0.118 -0.810 -1.521
N -0.088 1.496 -0.971
O -1.592 -2.284 -0.854
O 1.964 0.705 -1.555
```

HOMO-LUMO gap, eV: 10.08
LUMO energy, eV: 0.62
ΔE to the lowest compared entry with this formula, charge and spin, kcal/mol: 43.63
SMILES string: O=c1cc[nH]c(=O)[nH]1.C=C
DFT total energy, hartree: -493.37734

Calculated atomic charges, method Mulliken, unit e:
1 C 0.2369
2 C -0.3115
3 C -0.0632
4 C 0.2299
5 C -0.5916
6 C -0.3603
7 H 0.1927
8 H 0.3910
9 H 0.2911
10 H 0.2321
11 H 0.3258
12 H 0.2573
13 H 0.2296
14 H 0.1499
15 N -0.0059
16 N -0.1026
17 O -0.5486
18 O -0.5527

=====

No. 2
Formula: C6H8N2O2
Source: the Open Molecules 2025 dataset
Level of theory: wB97M-V/def2-TZVPD

```
18
Properties=species:S:1:pos:R:3
C 2.542 -0.861 0.325
C -1.571 0.136 0.576
C -0.788 0.859 -0.556
C -1.592 -1.203 -0.057
C 0.309 -0.203 -0.658
C 1.590 0.213 0.312
N 3.279 -1.749 0.233
N 2.112 1.439 -0.190
O 1.743 2.483 0.350
O -0.214 -1.356 -0.151
H -0.935 0.138 1.514
H -2.627 0.529 0.800
H -1.403 1.006 -1.425
H -0.439 1.831 -0.285
H -2.106 -1.972 0.514
H -1.962 -1.221 -1.047
H 0.829 -0.413 -1.620
H 1.236 0.343 1.364
```

HOMO-LUMO gap, eV: 8.94
LUMO energy, eV: -0.88
ΔE to the lowest compared entry with this formula, charge and spin, kcal/mol: 110.24
SMILES string: N#C[C@@H](N=O)[C@@H]1CCCO1
DFT total energy, hartree: -493.27119

Calculated atomic charges, method Mulliken, unit e:
1 C 0.0256
2 C -0.4357
3 C -0.7585
4 C -0.4041
5 C -0.1297
6 C 0.5214
7 N -0.4309
8 N -0.1554
9 O -0.3044
10 O -0.3917
11 H 0.2294
12 H 0.3389
13 H 0.3258
14 H 0.3283
15 H 0.3036
16 H 0.2856
17 H 0.3638
18 H 0.2881

=====

No. 3
Formula: C6H8N2O2
Source: the Open Molecules 2025 dataset
Level of theory: wB97M-V/def2-TZVPD

```
18
Properties=species:S:1:pos:R:3
C -2.344 -0.617 -0.324
C -1.413 -1.082 -1.240
C 0.340 -0.946 0.775
C 1.145 -1.147 -0.402
C 1.309 -0.173 -1.239
C 0.285 1.492 0.284
H -2.227 0.205 0.389
H -3.286 -1.330 -0.340
H -0.560 -0.598 -1.458
H -1.574 -1.995 -1.873
H -0.161 0.790 2.154
H 1.539 -2.120 -0.473
H 1.779 -0.201 -2.247
H 1.079 2.027 -1.515
N 0.312 0.437 1.296
N 0.817 1.121 -0.977
O -0.072 -1.809 1.570
O 0.018 2.703 0.430
```

HOMO-LUMO gap, eV: 9.56
LUMO energy, eV: 0.09
ΔE to the lowest compared entry with this formula, charge and spin, kcal/mol: 64.17
SMILES string: O=c1cc[nH]c(=O)[nH]1.C=C
DFT total energy, hartree: -493.34461

Calculated atomic charges, method Mulliken, unit e:
1 C -0.4899
2 C -0.3284
3 C 0.3688
4 C -0.4937
5 C -0.4240
6 C 0.2408
7 H 0.2762
8 H 0.1900
9 H 0.3221
10 H 0.2341
11 H 0.3121
12 H 0.4136
13 H 0.3920
14 H 0.2989
15 N -0.0229
16 N -0.0514
17 O -0.6019
18 O -0.6364

=====

No. 4
Formula: C6H8N2O2
Source: the Open Molecules 2025 dataset
Level of theory: wB97M-V/def2-TZVPD

```
18
Properties=species:S:1:pos:R:3
C -1.878 0.826 -0.316
C -0.521 -1.085 -0.576
C 0.700 -0.536 -1.372
C 1.318 0.595 -0.527
C 1.263 0.395 0.975
C -1.176 -0.153 0.452
N -2.401 1.670 -0.883
N -0.126 0.764 1.154
O -0.997 -2.199 -0.609
O -1.981 -0.781 1.326
H 1.306 -1.318 -1.466
H 0.217 -0.300 -2.250
H 2.283 0.824 -1.113
H 0.714 1.392 -0.807
H 1.699 -0.532 1.214
H 1.969 1.082 1.367
H -0.364 1.055 2.055
H -2.024 -1.700 1.377
```

Spin multiplicity: 3
HOMO-LUMO gap (alpha / beta), eV: 7.18 / 6.36
LUMO energy (alpha / beta), eV: 0.67 / -3.15
ΔE to the lowest compared entry with this formula, charge and spin, kcal/mol: 68.25
<S²>: 2.01
DFT total energy, hartree: -493.18996

Calculated atomic charges, method Mulliken, unit e:
1 C 0.0073
2 C 0.1741
3 C -0.8862
4 C -0.6881
5 C -0.6525
6 C 0.8959
7 N -0.5069
8 N -0.3571
9 O -0.4289
10 O -0.5814
11 H 0.5539
12 H 0.3703
13 H 0.3516
14 H 0.4102
15 H 0.3146
16 H 0.4315
17 H 0.2386
18 H 0.3533

=====

What is the ΔE to the lowest compared entry with this formula, charge and spin in the second record? 110.24 kcal/mol

=====

What did the second record say?
Formula: C6H8N2O2
Source: the Open Molecules 2025 dataset
Level of theory: wB97M-V/def2-TZVPD

```
18
Properties=species:S:1:pos:R:3
C 2.542 -0.861 0.325
C -1.571 0.136 0.576
C -0.788 0.859 -0.556
C -1.592 -1.203 -0.057
C 0.309 -0.203 -0.658
C 1.590 0.213 0.312
N 3.279 -1.749 0.233
N 2.112 1.439 -0.190
O 1.743 2.483 0.350
O -0.214 -1.356 -0.151
H -0.935 0.138 1.514
H -2.627 0.529 0.800
H -1.403 1.006 -1.425
H -0.439 1.831 -0.285
H -2.106 -1.972 0.514
H -1.962 -1.221 -1.047
H 0.829 -0.413 -1.620
H 1.236 0.343 1.364
```

HOMO-LUMO gap, eV: 8.94
LUMO energy, eV: -0.88
ΔE to the lowest compared entry with this formula, charge and spin, kcal/mol: 110.24
SMILES string: N#C[C@@H](N=O)[C@@H]1CCCO1
DFT total energy, hartree: -493.27119

Calculated atomic charges, method Mulliken, unit e:
1 C 0.0256
2 C -0.4357
3 C -0.7585
4 C -0.4041
5 C -0.1297
6 C 0.5214
7 N -0.4309
8 N -0.1554
9 O -0.3044
10 O -0.3917
11 H 0.2294
12 H 0.3389
13 H 0.3258
14 H 0.3283
15 H 0.3036
16 H 0.2856
17 H 0.3638
18 H 0.2881

=====

Number 1 is which compound? C6H8N2O2

=====

Which formula does entry 3 have? C6H8N2O2